# 1
{"formula": "C17H16ClF3N2", "method": "the ωB97M-V functional and the def2-TZVPD basis", "symbols": ["C", "C", "C", "C", "C", "C", "N", "C", "C", "C", "C", "N", "C", "Cl", "C", "C", "C", "F", "F", "F", "C", "C", "C", "H", "H", "H", "H", "H", "H", "H", "H", "H", "H", "H", "H", "H", "H", "H", "H"], "xyz": [[-0.301684, 3.146564, 0.974214], [-0.120682, 1.661465, 1.185795], [0.013086, 1.128232, 2.470468], [0.314689, -0.330665, 2.730708], [-0.204595, -0.688451, 4.121033], [1.837818, -0.565478, 2.690188], [-0.341660, -1.156109, 1.692854], [-1.275567, -2.302070, 2.039166], [-0.181660, -0.726301, 0.342569], [-0.182592, -1.661653, -0.679903], [-0.085753, -1.235446, -1.997984], [-0.083413, -2.227133, -2.911258], [-0.066781, -1.914518, -4.175668], [-0.064404, -3.246341, -5.368560], [-0.042003, -0.612401, -4.625461], [0.030565, 0.467029, -3.725096], [0.136907, 1.919482, -4.237137], [0.103302, 2.035574, -5.598594], [1.231649, 2.582603, -3.794740], [-0.922809, 2.620709, -3.754147], [0.062618, 0.140753, -2.341552], [0.107348, 1.055176, -1.269251], [-0.080942, 0.671490, 0.069513], [-0.393412, 3.730298, 1.905019], [0.552968, 3.537831, 0.415526], [-1.212652, 3.336465, 0.422016], [-0.075904, 1.745104, 3.366252], [-1.251888, -0.368370, 4.214996], [0.337140, -0.199162, 4.942684], [-0.094320, -1.780233, 4.265608], [2.276740, -0.346417, 1.692096], [2.081708, -1.610233, 2.920215], [2.314851, 0.061426, 3.437477], [-1.690159, -2.765113, 1.127293], [-0.682407, -3.123351, 2.501404], [-2.078127, -1.935222, 2.653222], [-0.144820, -2.717762, -0.512766], [-0.040838, -0.437690, -5.715936], [0.217682, 2.109920, -1.472265]], "forces_ev_per_angstrom": [[0.09, -0.26, 0.07], [0.24, -1.64, 2.99], [-0.22, 1.05, -2.57], [0.01, 0.01, -0.19], [-0.24, -0.54, 0.17], [0.16, -0.18, -0.54], [-0.73, -0.32, -1.05], [2.05, 0.17, -1.02], [-0.68, -1.27, 1.79], [0.30, 1.26, 0.81], [0.23, 0.06, -0.55], [-0.16, -0.63, -1.40], [0.02, -1.22, 1.09], [-0.01, 0.86, 0.73], [0.20, 2.67, -1.27], [0.69, -1.29, -1.00], [-0.62, 0.04, 0.07], [0.15, -0.35, 1.31], [-0.31, -0.67, -0.35], [0.26, -0.19, -0.34], [-0.45, 0.16, 0.16], [-0.44, 0.19, 1.30], [0.80, 0.87, -1.24], [0.23, -0.56, -0.18], [-0.15, 0.12, -0.06], [-0.16, 0.11, -0.41], [0.10, 0.16, -0.35], [0.16, -0.38, 0.03], [0.11, 0.02, -0.50], [-0.28, 0.57, 0.14], [-0.39, 0.02, 0.59], [-0.17, 0.11, 0.02], [0.18, 0.16, 0.03], [0.17, 0.65, 0.26], [-0.61, 0.56, 0.11], [-0.27, -0.11, 0.40], [-0.20, -0.32, 0.21], [-0.04, 0.04, 0.79], [-0.03, 0.08, -0.09]], "lowdin_charge": [-0.055, -0.184, 0.031, -0.539, -0.055, -0.023, -0.058, -0.023, -0.150, 0.043, -0.220, 0.110, -0.680, 0.623, -0.036, -0.017, -0.516, 0.121, 0.138, 0.126, -0.094, 0.055, -0.081, 0.084, 0.083, 0.079, 0.116, 0.091, 0.092, 0.085, 0.096, 0.086, 0.080, 0.082, 0.092, 0.071, 0.118, 0.120, 0.107], "lumo_energy_ev": -0.5, "multiplicity": 1, "homo_lumo_gap_ev": 7.43}

---

# 2
{"formula": "C17H16F5MoN3SSe4", "method": "the ωB97M-V functional and the def2-TZVPD basis", "symbols": ["Mo", "F", "C", "C", "F", "C", "F", "C", "S", "C", "F", "C", "F", "Se", "Se", "Se", "Se", "N", "C", "C", "C", "C", "C", "C", "C", "H", "H", "H", "H", "C", "C", "C", "C", "N", "N", "H", "H", "H", "H", "H", "H", "H", "H", "H", "H", "H", "H"], "xyz": [[0.399585, -0.405034, 0.595955], [-1.419366, 2.701595, 7.071767], [-1.446358, 2.114772, 5.883511], [-0.461525, 2.377530, 4.957749], [0.521275, 3.228716, 5.249952], [-0.507373, 1.761293, 3.728882], [0.474467, 2.047736, 2.871982], [-1.514220, 0.888341, 3.353140], [-1.696356, 0.133610, 1.771857], [-2.483189, 0.635188, 4.320594], [-3.483043, -0.199360, 4.061164], [-2.455724, 1.234902, 5.563458], [-3.403302, 0.970310, 6.457346], [1.951731, -0.985112, 2.087285], [1.148551, -1.000455, -1.661018], [2.889470, 0.283356, -2.577800], [4.713908, -0.191552, -1.428709], [-4.002840, -6.247243, -0.984190], [-3.269154, -5.391972, -0.745200], [-2.359179, -4.308778, -0.438433], [-2.629237, -3.027609, -0.917759], [-1.783950, -1.983190, -0.582258], [-0.656002, -2.188228, 0.232026], [-0.390165, -3.483619, 0.677488], [-1.234507, -4.532208, 0.351080], [-3.495903, -2.859723, -1.544900], [-2.021486, -0.997952, -0.956491], [0.478956, -3.677577, 1.285738], [-1.022336, -5.533908, 0.707961], [0.842084, 4.615404, 0.705371], [1.823043, 3.766238, -0.105133], [1.667922, 4.082608, -1.587584], [3.249239, 4.055088, 0.348823], [1.645290, 2.294286, 0.106874], [0.292421, 1.829359, -0.105258], [1.068885, 5.674702, 0.550225], [0.925482, 4.409841, 1.773133], [-0.196990, 4.462640, 0.392405], [1.854734, 5.147181, -1.757807], [0.657416, 3.863848, -1.951498], [2.385199, 3.512761, -2.176488], [3.525291, 5.084880, 0.102502], [3.946544, 3.377559, -0.147001], [3.349173, 3.923898, 1.433559], [1.889703, 2.083037, 1.060908], [0.098254, 1.976271, -1.080012], [-0.352510, 2.391425, 0.428041]], "forces_ev_per_angstrom": [[0.34, 0.46, 1.11], [0.00, 0.09, 0.21], [0.06, 0.08, 0.12], [0.08, 0.07, 0.08], [0.09, 0.04, 0.00], [-0.16, -0.14, -0.01], [0.37, 0.22, -0.48], [0.07, 0.02, -0.07], [0.01, -0.14, -0.04], [0.00, -0.02, -0.09], [-0.14, -0.10, -0.05], [-0.16, -0.10, 0.02], [-0.09, -0.04, 0.06], [-0.64, 0.30, -0.75], [-0.06, -0.43, -0.38], [-0.06, 0.30, 0.00], [0.09, -0.01, 0.13], [0.23, 0.26, 0.07], [0.04, -0.03, -0.02], [-0.21, -0.09, -0.06], [0.03, 0.00, 0.03], [0.09, -0.40, 0.16], [-0.29, 0.17, -0.38], [-0.01, 0.05, -0.03], [-0.01, -0.12, 0.03], [0.03, 0.01, 0.05], [-0.06, 0.18, -0.09], [0.06, -0.03, 0.05], [-0.03, 0.08, -0.01], [-0.04, 0.06, 0.00], [-0.03, -0.15, 0.06], [0.04, -0.02, -0.06], [0.08, -0.01, 0.06], [-0.10, 0.60, -0.58], [1.13, -0.57, 0.79], [-0.06, -0.12, 0.02], [-0.02, -0.04, 0.03], [0.08, 0.06, 0.04], [-0.08, -0.12, 0.02], [0.09, 0.06, 0.01], [-0.01, -0.06, -0.04], [-0.05, -0.13, 0.07], [0.00, 0.03, -0.01], [-0.01, 0.02, -0.15], [-0.03, -0.13, 0.33], [-0.13, -0.23, -0.52], [-0.53, 0.06, 0.31]], "lowdin_charge": [0.552, 0.142, -0.145, -0.146, 0.128, -0.249, 0.031, -0.489, 0.680, -0.249, 0.098, -0.144, 0.136, 0.249, 0.125, -0.098, 0.049, 0.151, -0.179, -0.228, -0.025, -0.208, -0.501, -0.111, -0.025, 0.122, 0.076, 0.077, 0.122, -0.045, -0.625, -0.045, -0.034, -0.059, -0.085, 0.094, 0.079, 0.080, 0.093, 0.080, 0.066, 0.094, 0.085, 0.091, 0.064, 0.074, 0.054], "s_squared": 2.0440, "lumo_energy_ev": [-1.6, -2.1], "multiplicity": 3, "e_above_lowest_kj_mol": 67.7, "homo_lumo_gap_ev": [6.75, 6.57]}

---

# 3
{"formula": "C17H16F6N6O5OsS3", "method": "the ωB97M-V functional and the def2-TZVPD basis", "symbols": ["Os", "O", "C", "N", "C", "C", "C", "C", "C", "C", "N", "C", "C", "C", "C", "C", "N", "H", "H", "H", "H", "H", "H", "H", "H", "H", "H", "F", "C", "F", "F", "S", "O", "O", "N", "S", "O", "O", "C", "F", "F", "F", "S", "C", "N", "C", "C", "N", "H", "H", "H", "H", "H", "H"], "xyz": [[0.217955, 0.544270, 0.126443], [-3.534166, -0.572212, 0.600266], [-2.528187, 0.064642, 0.559444], [-1.285719, -0.496167, 0.108080], [-1.251801, -1.893179, -0.300496], [0.189041, -2.297401, -0.461195], [0.558522, -3.612889, -0.675175], [1.900372, -3.937444, -0.753659], [2.842335, -2.927582, -0.604804], [2.410858, -1.635750, -0.405211], [1.106437, -1.311222, -0.350691], [-2.370821, 1.502407, 0.938765], [-3.421432, 2.250539, 1.415525], [-3.187861, 3.584304, 1.737700], [-1.918521, 4.106306, 1.564670], [-0.905870, 3.289735, 1.080170], [-1.131780, 2.013369, 0.776588], [-1.799855, -1.994851, -1.243500], [-1.765795, -2.515619, 0.434202], [-0.208407, -4.371446, -0.757214], [2.207464, -4.962954, -0.907520], [3.903234, -3.132594, -0.623551], [3.123202, -0.836105, -0.258780], [-4.393069, 1.789079, 1.528589], [-3.990608, 4.201415, 2.117464], [-1.696321, 5.137483, 1.799570], [0.102026, 3.654420, 0.934801], [-0.249258, 0.520487, 4.918250], [0.770690, 1.237494, 4.486755], [0.323255, 2.360782, 3.925752], [1.601839, 1.514505, 5.462532], [1.650944, 0.257161, 3.190856], [0.609951, 0.131294, 2.131647], [2.077302, -0.969023, 3.746129], [2.780203, 1.249867, 2.760706], [3.148317, 1.663922, 1.322725], [1.943446, 1.815750, 0.458324], [4.200585, 0.950736, 0.671954], [3.688649, 3.419567, 1.527062], [4.733002, 3.468195, 2.317339], [2.685379, 4.120478, 2.032717], [3.988531, 3.868506, 0.317413], [0.130733, 1.502958, -1.929971], [1.471082, 0.853585, -2.858536], [2.725983, 0.850609, -2.461097], [3.616280, 0.287901, -3.490061], [2.674286, 0.182002, -4.709385], [1.354006, 0.408710, -4.093142], [3.019371, 1.188036, -1.555517], [3.992983, -0.683303, -3.170288], [4.457994, 0.951843, -3.667174], [2.713089, -0.795879, -5.180763], [2.870040, 0.947157, -5.459009], [0.484186, 0.426405, -4.602401]], "forces_ev_per_angstrom": [[-0.20, 0.09, -0.13], [-0.02, 0.00, 0.02], [0.05, 0.01, -0.06], [-0.06, -0.14, 0.01], [0.08, 0.06, -0.05], [-0.06, 0.08, 0.02], [-0.07, -0.01, -0.01], [0.02, 0.03, 0.00], [0.00, -0.05, -0.01], [0.03, 0.03, 0.00], [0.12, -0.06, 0.02], [0.01, 0.02, 0.01], [-0.03, -0.03, 0.00], [0.02, 0.01, 0.00], [-0.01, 0.00, 0.00], [-0.01, 0.01, 0.00], [0.10, 0.03, 0.01], [0.00, -0.04, 0.01], [0.01, 0.00, 0.02], [0.01, -0.01, 0.00], [0.00, 0.00, 0.00], [-0.01, -0.03, 0.00], [-0.04, 0.02, 0.00], [0.00, 0.00, 0.00], [0.00, 0.01, 0.00], [-0.02, 0.00, 0.01], [0.01, -0.02, -0.01], [0.02, 0.01, 0.00], [-0.03, 0.02, 0.01], [0.01, -0.01, 0.01], [-0.02, 0.00, -0.02], [0.07, 0.03, -0.02], [-0.08, 0.10, 0.03], [0.03, 0.02, 0.00], [0.02, -0.20, 0.12], [-0.01, 0.11, -0.29], [-0.04, 0.06, 0.06], [0.06, -0.05, 0.05], [0.01, -0.02, 0.04], [0.00, -0.01, -0.02], [-0.03, 0.01, 0.01], [0.00, 0.01, 0.03], [0.01, -0.08, 0.10], [0.06, 0.01, 0.04], [-0.06, -0.04, 0.00], [0.03, 0.03, -0.02], [0.03, -0.03, 0.01], [-0.02, 0.03, -0.02], [0.03, 0.02, -0.01], [-0.03, -0.01, 0.02], [0.00, 0.00, -0.01], [0.00, 0.00, 0.00], [0.00, 0.02, 0.01], [0.00, -0.02, 0.00]], "lowdin_charge": [1.348, 0.200, -0.368, -0.171, -0.087, -0.221, 0.022, 0.003, -0.007, -0.095, -0.053, -0.169, 0.057, 0.016, 0.011, -0.079, -0.073, 0.160, 0.155, 0.139, 0.133, 0.129, 0.088, 0.144, 0.134, 0.132, 0.119, 0.187, -0.684, 0.151, 0.205, 0.693, -0.437, -0.178, -0.255, 0.665, -0.512, -0.237, -0.687, 0.207, 0.170, 0.175, 0.760, -0.694, 0.071, -0.069, -0.070, 0.071, 0.110, 0.125, 0.136, 0.132, 0.135, 0.162], "total_charge": 2, "lumo_energy_ev": [-8.3, -8.3], "multiplicity": 1, "e_above_lowest_kj_mol": 25.9, "homo_lumo_gap_ev": [7.39, 7.39]}

---

# 4
{"formula": "C17H16N2O6", "method": "the ωB97M-V functional and the def2-TZVPD basis", "symbols": ["C", "O", "C", "C", "C", "C", "C", "N", "N", "O", "C", "O", "C", "C", "C", "C", "C", "C", "O", "C", "O", "C", "C", "O", "C", "H", "H", "H", "H", "H", "H", "H", "H", "H", "H", "H", "H", "H", "H", "H", "H"], "xyz": [[5.142499, 2.385220, -0.338596], [3.775145, 2.333292, -0.681100], [3.024864, 1.219295, -0.487160], [1.694318, 1.358180, -0.883705], [0.785165, 0.331330, -0.768499], [1.192578, -0.892517, -0.249109], [0.233322, -1.996522, -0.124434], [0.693631, -3.272973, -0.029889], [-1.003155, -1.661496, -0.055817], [-1.890961, -2.760904, 0.046660], [-3.210010, -2.505759, -0.000897], [-3.948768, -3.459274, -0.028144], [-3.699567, -1.103292, -0.044676], [-4.843436, -0.873225, -0.803486], [-5.409951, 0.390963, -0.910800], [-4.798503, 1.406609, -0.214068], [-3.664100, 1.175231, 0.568560], [-3.090705, -0.066047, 0.674140], [-3.277850, 2.349253, 1.161052], [-4.194780, 3.326327, 0.721034], [-5.143742, 2.726207, -0.136119], [2.515547, -1.044559, 0.160619], [3.438122, -0.013503, 0.057501], [4.743013, -0.140834, 0.466903], [5.159055, -1.348618, 1.052651], [5.464003, 3.388605, -0.617696], [5.727119, 1.648679, -0.893068], [5.297405, 2.238534, 0.731948], [1.402887, 2.313966, -1.288733], [-0.239641, 0.456866, -1.074584], [1.601283, -3.498351, -0.396030], [-0.006547, -3.997410, -0.063940], [-5.291375, -1.707567, -1.320247], [-6.289274, 0.571682, -1.505453], [-2.218360, -0.226469, 1.281726], [-3.657519, 4.119740, 0.176613], [-4.710912, 3.768094, 1.588500], [2.819280, -1.979666, 0.602598], [4.590822, -1.576497, 1.960072], [5.083801, -2.186541, 0.351573], [6.205290, -1.196029, 1.314088]], "forces_ev_per_angstrom": [[0.50, 0.14, 0.08], [-0.33, -0.16, -0.02], [-0.18, -0.07, -0.01], [0.28, -0.05, 0.12], [0.07, -0.22, 0.06], [0.30, 0.41, -0.10], [-0.53, -0.67, 0.13], [-0.09, -0.30, 0.08], [-0.47, 0.73, -0.12], [1.44, -0.61, 0.08], [-0.75, -0.09, -0.11], [0.27, 0.26, -0.02], [-0.13, 0.12, -0.08], [0.25, -0.22, 0.10], [0.01, 0.42, 0.11], [0.46, -0.27, 0.26], [-0.49, -0.16, -0.33], [-0.17, 0.48, 0.11], [0.20, -0.37, 0.07], [0.06, 1.20, 0.34], [-0.22, -0.40, -0.26], [-0.12, -0.05, -0.02], [0.18, 0.12, -0.02], [-0.32, 0.30, -0.19], [0.07, -0.17, 0.09], [0.00, -0.08, 0.03], [-0.04, 0.08, 0.05], [0.00, 0.02, -0.10], [-0.03, 0.12, -0.06], [-0.11, 0.05, -0.08], [-0.07, 0.06, -0.06], [0.07, -0.01, 0.00], [-0.03, -0.07, -0.02], [-0.11, 0.01, -0.09], [0.04, 0.02, 0.03], [-0.10, -0.25, 0.07], [0.09, -0.18, -0.19], [0.08, -0.07, 0.06], [0.01, -0.01, -0.04], [-0.02, 0.02, 0.03], [-0.07, -0.08, 0.01]], "lowdin_charge": [-0.071, -0.062, -0.193, 0.014, -0.019, -0.158, -0.347, 0.167, 0.100, 0.018, -0.440, 0.117, -0.134, -0.013, 0.019, -0.199, -0.188, 0.059, 0.036, -0.158, 0.040, 0.031, -0.179, -0.115, -0.079, 0.094, 0.095, 0.095, 0.123, 0.112, 0.100, 0.102, 0.120, 0.119, 0.121, 0.140, 0.140, 0.100, 0.099, 0.097, 0.097], "lumo_energy_ev": 0.5, "multiplicity": 1, "e_above_lowest_kj_mol": 92.0, "homo_lumo_gap_ev": 8.70}

---

What F_max values result from the calculations? In sequence: 0.0665, 0.0290, 0.0060, 0.0304 Eh/bohr.